# 1
# C4H14N2

A cluster of 2 separate species, C4H14N2 in total (wB97M-V/def2-TZVPD, the Open Molecules 2025 dataset).

The geometry in XYZ format:
```
20
Properties=species:S:1:pos:R:3:lowdin_charge:R:1
C 0.183 1.805 -0.835 -0.17
N 1.232 0.822 -1.095 -0.19
C 2.340 0.892 -0.146 -0.14
H -0.155 1.761 0.206 0.07
H 0.444 2.867 -0.965 0.07
H -0.616 1.599 -1.545 0.08
H 1.535 1.059 -2.036 0.10
H 2.677 1.912 0.048 0.07
H 3.169 0.331 -0.576 0.08
H 2.032 0.464 0.807 0.07
C -2.150 -0.459 0.661 -0.14
N -0.806 -0.993 0.961 -0.17
C -0.661 -2.426 0.632 -0.14
H -2.041 0.571 0.295 0.05
H -2.444 -0.962 -0.260 0.07
H -2.838 -0.384 1.499 0.07
H -0.116 -0.454 0.453 0.03
H -1.503 -2.943 0.182 0.06
H -0.558 -2.904 1.622 0.07
H 0.275 -2.557 0.095 0.07
```

Computed properties:
Max |F|   2.3 eV/A
ΔE to the lowest compared entry with this formula, charge and spin   29.0 kcal per mole
Highest occupied orbital energy   -8.36 eV
Energy   -270.2493 Ha
Kohn-Sham gap   9.428 eV
LUMO   1.1 eV
Structure (SMILES)   CNC.CNC

# 2
# C4H14N2

A cluster of 2 separate species, C4H14N2 in total (wB97M-V/def2-TZVPD, the Open Molecules 2025 dataset).

The geometry in XYZ format:
```
20
Properties=species:S:1:pos:R:3:lowdin_charge:R:1
N 0.998 1.249 3.270 -0.05
C 0.544 0.966 5.730 -0.10
C 1.594 0.862 4.545 -0.35
H 1.568 0.967 2.465 0.07
H 0.121 0.723 3.196 0.06
H 0.021 1.930 5.853 0.07
H 1.129 0.765 6.643 0.06
H -0.209 0.169 5.612 0.06
H 2.422 1.593 4.618 0.10
H 2.036 -0.152 4.585 0.09
N -1.763 -0.925 -3.371 -0.03
C -0.400 -1.221 -5.462 -0.13
C -1.190 -0.294 -4.524 -0.39
H -2.668 -1.222 -3.751 0.07
H -1.283 -1.783 -3.076 0.07
H 0.513 -1.553 -4.941 0.07
H -0.105 -0.664 -6.368 0.07
H -0.974 -2.111 -5.769 0.07
H -0.385 0.402 -4.217 0.10
H -1.969 0.299 -5.039 0.11
```

Computed properties:
Max |F|   2.3 eV/A
ΔE to the lowest compared entry with this formula, charge and spin   13.0 kcal per mole
Highest occupied orbital energy   -9.26 eV
Energy   -270.2749 Ha
Kohn-Sham gap   10.407 eV
LUMO   1.2 eV
Structure (SMILES)   CCN.CCN

# 3
# C4H14N2

The ion C4H14N2 with charge +2 (wB97M-V/def2-TZVPD, the Open Molecules 2025 dataset).

The geometry in XYZ format:
```
20
Properties=species:S:1:pos:R:3:lowdin_charge:R:1
C -0.439 0.641 -1.812 -0.02
C -0.925 -0.136 -0.550 -0.38
C 0.032 -0.552 0.494 -0.14
C 1.162 0.510 0.854 -0.14
N 1.643 0.624 2.294 0.16
N -1.600 -1.334 -1.115 0.23
H -0.591 1.773 -1.607 0.13
H 0.731 0.534 -1.887 0.13
H -0.964 0.469 -2.756 0.09
H -1.710 0.473 -0.195 0.15
H 0.555 -1.547 0.236 0.16
H -0.563 -0.796 1.371 0.12
H 1.991 0.218 0.209 0.13
H 0.778 1.504 0.509 0.14
H 2.343 1.552 2.341 0.27
H 0.741 0.887 2.875 0.22
H 2.188 -0.205 2.622 0.18
H -2.064 -0.952 -1.956 0.18
H -2.212 -1.606 -0.338 0.19
H -1.094 -2.055 -1.591 0.18
```

Computed properties:
Max |F|   4.2 eV/A
Charge   +2
ΔE to the lowest compared entry with this formula, charge and spin   42.9 kcal per mole
Highest occupied orbital energy   -20.12 eV
Energy   -269.6394 Ha
Kohn-Sham gap   12.934 eV
LUMO   -7.2 eV
Structure (SMILES)   C[C@@H]([NH3+])CC[NH3+]

# 4
# C4H14N2O

A cluster of 3 separate species, C4H14N2O in total (wB97M-V/def2-TZVPD, the Open Molecules 2025 dataset).

The geometry in XYZ format:
```
21
Properties=species:S:1:pos:R:3:lowdin_charge:R:1
N -1.450 1.970 0.692 0.00
C -0.145 -0.565 1.589 -0.09
C -0.837 -1.157 0.413 -0.17
N -1.039 -0.093 -0.652 0.13
C -0.014 0.016 -1.630 -0.19
C 1.232 0.811 -1.087 -0.03
H 0.549 0.229 1.287 0.08
H -1.716 2.854 0.402 -0.05
H 0.471 -1.231 1.972 0.03
H -0.789 -0.274 2.330 0.05
H -1.832 -1.606 0.593 0.14
H -0.088 -1.857 -0.019 0.09
H -1.272 0.796 -0.120 -0.02
H -0.413 0.507 -2.481 0.11
H 0.226 -0.977 -1.938 0.11
H 1.782 0.139 -0.356 0.07
H 1.874 1.281 -1.835 0.08
H 0.860 1.629 -0.481 0.05
H 2.546 -2.435 -0.063 -0.06
H -1.789 1.770 1.568 -0.06
O 1.842 -1.807 -0.183 -0.28
```

Computed properties:
Max |F|   4.8 eV/A
ΔE to the lowest compared entry with this formula, charge and spin   238.1 kcal per mole
Highest occupied orbital energy   -8.29 eV
Energy   -345.1967 Ha
Kohn-Sham gap   3.865 eV
LUMO   -4.4 eV

# 5
# C4H14N2O

A cluster of 2 separate species, C4H14N2O in total (wB97M-V/def2-TZVPD, the Open Molecules 2025 dataset).

The geometry in XYZ format:
```
21
Properties=species:S:1:pos:R:3:lowdin_charge:R:1
C -1.799 -0.136 -0.428 -0.07
C -0.301 -0.365 -0.646 -0.40
C 0.484 0.186 0.549 -0.18
C 0.382 1.701 0.827 -0.30
N -0.532 2.007 1.900 -0.01
N 0.040 -1.847 -0.709 0.00
H -1.922 0.891 -0.090 0.05
H -2.227 -0.704 0.430 0.09
H -2.445 -0.298 -1.290 0.07
H 0.025 -0.070 -1.645 0.14
H 0.572 -0.361 1.486 0.12
H 1.553 0.125 0.248 0.11
H 0.198 2.343 -0.065 0.11
H 1.404 2.005 1.102 0.11
H -1.361 1.454 1.823 0.04
H -0.251 2.541 2.691 0.06
H 0.030 -2.266 0.221 0.08
H -0.784 -2.201 -1.188 0.07
H 2.309 -1.479 -2.472 0.02
H 1.901 -1.819 -1.105 -0.02
O 2.723 -1.705 -1.638 -0.10
```

Computed properties:
Max |F|   3.6 eV/A
ΔE to the lowest compared entry with this formula, charge and spin   38.9 kcal per mole
Highest occupied orbital energy   -8.74 eV
Energy   -345.5142 Ha
Kohn-Sham gap   9.665 eV
LUMO   0.9 eV
Structure (SMILES)   C[C@H](N)CCN.O

# 6
# C4H14N2O

A cluster of 2 separate species, C4H14N2O in total (wB97M-V/def2-TZVPD, the Open Molecules 2025 dataset).

The geometry in XYZ format:
```
21
Properties=species:S:1:pos:R:3:lowdin_charge:R:1
N -1.079 0.576 2.006 -0.15
N 0.236 -0.587 -0.337 -0.14
C -1.368 0.917 3.401 -0.15
C 0.759 -1.035 -1.682 -0.13
C 0.134 1.165 1.405 -0.25
C 0.373 0.822 -0.055 -0.28
H -1.005 -0.449 2.000 0.10
H -0.750 -0.877 -0.355 0.10
H -0.657 0.479 4.122 0.07
H -2.366 0.485 3.584 0.08
H -1.419 2.005 3.574 0.08
H 0.669 -2.120 -1.858 0.08
H 1.819 -0.749 -1.785 0.08
H 0.175 -0.504 -2.452 0.06
H 1.009 0.785 1.968 0.11
H 0.122 2.267 1.506 0.12
H 1.418 1.081 -0.311 0.12
H -0.292 1.441 -0.688 0.11
O 0.862 -2.236 -4.499 -0.09
H 0.574 -2.129 -5.434 0.05
H 0.785 -1.335 -4.111 0.01
```

Computed properties:
Max |F|   2.1 eV/A
ΔE to the lowest compared entry with this formula, charge and spin   41.0 kcal per mole
Highest occupied orbital energy   -8.55 eV
Energy   -345.5108 Ha
Kohn-Sham gap   9.417 eV
LUMO   0.9 eV
Structure (SMILES)   CNCCNC.O

# 7
# C4H14N2O

A cluster of 2 separate species, C4H14N2O in total (wB97M-V/def2-TZVPD, the Open Molecules 2025 dataset).

The geometry in XYZ format:
```
21
Properties=species:S:1:pos:R:3:lowdin_charge:R:1
C -0.995 1.027 -0.428 -0.44
C -1.822 -0.123 -0.993 -0.06
C -1.294 1.285 1.044 -0.06
N 0.438 0.716 -0.607 -0.02
O 0.836 1.406 -2.007 -0.07
H 1.187 0.675 -2.537 0.07
H 1.043 1.249 0.008 0.13
H -1.199 1.936 -1.006 0.14
H -1.077 0.396 1.635 0.07
H -1.596 -1.045 -0.461 0.07
H -2.882 0.094 -0.889 0.08
H -1.596 -0.273 -2.048 0.08
H -0.686 2.105 1.426 0.08
H -2.344 1.548 1.162 0.08
C 2.210 -1.859 0.857 -0.26
N 0.834 -1.396 0.768 -0.16
H 0.512 -1.198 1.716 0.02
H 0.715 -0.590 -0.208 0.09
H 2.262 -2.781 1.446 0.05
H 2.548 -2.055 -0.166 0.06
H 2.905 -1.119 1.288 0.05
```

Computed properties:
Max |F|   4.4 eV/A
ΔE to the lowest compared entry with this formula, charge and spin   98.0 kcal per mole
Highest occupied orbital energy   -7.54 eV
Energy   -345.4200 Ha
Kohn-Sham gap   8.312 eV
LUMO   0.8 eV
Structure (SMILES)   CC(C)NO.CN

# 8
# C4H14N2O

A cluster of 2 separate species, C4H14N2O in total (wB97M-V/def2-TZVPD, the Open Molecules 2025 dataset).

The geometry in XYZ format:
```
21
Properties=species:S:1:pos:R:3:lowdin_charge:R:1
C -1.109 1.843 -0.431 -0.28
C 0.360 1.786 0.051 -0.20
C 0.909 0.359 0.237 -0.23
C 0.338 -0.384 1.464 -0.29
N 0.807 0.171 2.742 -0.01
N -1.639 0.855 -1.389 0.00
H -1.767 1.858 0.437 0.10
H -1.281 2.820 -0.896 0.10
H 1.035 2.447 -0.493 0.10
H 0.254 2.153 1.074 0.09
H 1.995 0.355 0.316 0.10
H 0.683 -0.256 -0.645 0.09
H -0.746 -0.409 1.384 0.10
H 0.727 -1.400 1.334 0.10
H 0.116 0.856 3.046 0.06
H 1.585 0.803 2.561 0.06
H -1.195 0.925 -2.291 0.07
H -1.682 -0.049 -0.969 0.04
H 0.076 -3.251 -1.639 0.01
H -0.112 -4.688 -2.294 0.04
O 0.392 -3.866 -2.284 -0.05
```

Computed properties:
Max |F|   1.5 eV/A
ΔE to the lowest compared entry with this formula, charge and spin   34.0 kcal per mole
Highest occupied orbital energy   -9.24 eV
Energy   -345.5221 Ha
Kohn-Sham gap   9.885 eV
LUMO   0.6 eV
Structure (SMILES)   NCCCCN.O

# 9
# C4H14N2O

A cluster of 2 separate species, C4H14N2O in total (wB97M-V/def2-TZVPD, the Open Molecules 2025 dataset).

The geometry in XYZ format:
```
21
Properties=species:S:1:pos:R:3:lowdin_charge:R:1
C -0.399 0.043 2.391 -0.37
C 0.555 -0.873 1.699 -0.21
C 0.873 -0.777 0.154 -0.20
C 1.072 0.707 -0.103 -0.27
N 2.622 0.989 0.013 -0.03
N -1.727 0.223 1.925 0.00
H 0.094 1.032 2.428 0.11
H -0.459 -0.264 3.369 0.09
H 0.116 -1.882 1.900 0.12
H 1.431 -0.663 2.253 0.09
H 1.708 -1.388 -0.298 0.12
H -0.094 -1.041 -0.326 0.11
H 0.562 1.328 0.701 0.10
H 0.892 1.087 -1.091 0.09
H 2.939 0.324 -0.734 0.05
H 2.694 0.292 0.818 0.05
H -1.828 1.050 1.286 0.10
H -2.463 0.073 2.610 0.07
H -2.393 -0.480 -5.920 0.03
H -3.210 0.562 -6.407 0.03
O -2.983 -0.339 -6.669 -0.06
```

Computed properties:
Max |F|   3.6 eV/A
ΔE to the lowest compared entry with this formula, charge and spin   63.3 kcal per mole
Highest occupied orbital energy   -9.06 eV
Energy   -345.4753 Ha
Kohn-Sham gap   9.767 eV
LUMO   0.7 eV
Structure (SMILES)   NCCCCN.O

# 10
# C4H14N2O

A cluster of 2 separate species, C4H14N2O in total (wB97M-V/def2-TZVPD, the Open Molecules 2025 dataset).

The geometry in XYZ format:
```
21
Properties=species:S:1:pos:R:3:lowdin_charge:R:1
N 0.475 -1.256 2.446 0.00
C 0.787 0.097 2.940 -0.39
O 1.833 0.641 2.213 -0.10
H -0.035 -1.772 3.157 0.06
H 1.365 -1.740 2.356 0.07
H -0.138 0.694 2.853 0.11
H 1.070 0.085 3.996 0.10
C -0.152 0.138 -0.771 -0.29
C -0.622 0.383 -2.197 -0.27
C -1.969 -0.278 -2.479 -0.12
N 1.172 0.708 -0.468 -0.01
H -0.863 0.561 -0.059 0.12
H -0.078 -0.928 -0.572 0.11
H 0.126 -0.011 -2.895 0.11
H -0.683 1.458 -2.379 0.10
H -1.911 -1.350 -2.273 0.07
H -2.758 0.143 -1.858 0.07
H -2.257 -0.166 -3.521 0.07
H 1.876 0.298 -1.071 0.09
H 1.165 1.702 -0.667 0.09
H 1.599 0.594 1.247 0.02
```

Computed properties:
Max |F|   0.6 eV/A
ΔE to the lowest compared entry with this formula, charge and spin   21.2 kcal per mole
Highest occupied orbital energy   -9.11 eV
Energy   -345.5424 Ha
Kohn-Sham gap   10.148 eV
LUMO   1.0 eV
Structure (SMILES)   CCCN.NCO